Molecular formula: C45H40F9NO14PS
Method: DFT, ωB97M-V/def2-TZVPD

Geometry as XYZ:
```
111
Properties=species:S:1:pos:R:3
C 3.719 -1.769 2.651
P 4.525 -0.127 2.677
O 6.086 -0.633 2.730
C 4.346 0.418 0.874
C 3.028 -0.052 0.205
C 1.651 0.087 0.907
C 0.655 1.104 0.311
F 1.207 1.888 -0.659
F -0.345 0.398 -0.292
C -0.199 1.982 1.300
F -1.187 2.549 0.612
F -0.707 1.117 2.190
S 0.590 3.392 2.311
F -0.196 4.528 1.554
F 1.775 3.548 1.229
F 1.486 2.285 3.070
F -0.542 3.278 3.402
F 1.319 4.492 3.182
C 5.477 -0.083 -0.057
O 6.773 0.385 0.227
C 6.831 1.652 0.846
C 5.692 2.546 0.420
N 4.371 1.943 0.843
H 4.410 -2.474 3.121
H 2.832 -1.694 3.291
H 3.415 -2.134 1.672
H 6.546 -0.202 3.460
H 3.172 -1.122 0.032
H 3.002 0.392 -0.794
H 1.720 0.228 1.987
H 1.145 -0.879 0.786
H 5.492 -1.177 0.019
H 5.198 0.156 -1.096
H 6.852 1.545 1.939
H 7.766 2.132 0.539
H 5.674 2.638 -0.669
H 5.831 3.529 0.869
H 3.675 2.242 0.159
H 4.091 2.311 1.754
C 4.568 6.677 3.084
C 4.014 7.753 3.637
C 4.484 9.122 3.293
O 3.981 10.099 3.795
C 5.595 9.238 2.312
C 6.146 8.158 1.762
C 5.671 6.798 2.103
O 6.176 5.814 1.593
H 4.249 5.673 3.325
H 3.208 7.691 4.357
H 5.921 10.243 2.078
H 6.955 8.218 1.047
C -3.693 1.457 -1.321
C -4.694 2.130 -0.759
C -6.113 1.820 -1.082
O -7.017 2.436 -0.562
C -6.368 0.744 -2.069
C -5.366 0.069 -2.627
C -3.955 0.364 -2.291
O -3.038 -0.250 -2.796
H -2.655 1.669 -1.108
H -4.532 2.932 -0.049
H -7.405 0.536 -2.305
H -5.529 -0.717 -3.352
C -7.776 -3.429 -4.433
C -6.972 -4.454 -4.158
C -6.355 -4.602 -2.816
O -5.553 -5.477 -2.566
C -6.710 -3.602 -1.778
C -7.511 -2.579 -2.052
C -8.086 -2.399 -3.408
O -8.740 -1.413 -3.670
H -8.213 -3.275 -5.411
H -6.704 -5.201 -4.894
H -6.257 -3.746 -0.805
H -7.762 -1.822 -1.321
C -4.095 4.583 -6.549
C -4.925 3.606 -6.193
C -4.427 2.386 -5.513
O -5.182 1.496 -5.180
C -2.970 2.289 -5.248
C -2.141 3.266 -5.604
C -2.637 4.492 -6.280
O -1.879 5.382 -6.598
H -4.433 5.484 -7.044
H -5.992 3.651 -6.375
H -2.631 1.384 -4.757
H -1.074 3.220 -5.425
C -1.294 -5.219 0.810
C -0.654 -4.055 0.875
C -1.053 -2.908 0.028
O -0.475 -1.836 0.095
C -2.189 -3.103 -0.902
C -2.838 -4.264 -0.974
C -2.441 -5.417 -0.118
O -3.025 -6.474 -0.171
H -1.017 -6.063 1.428
H 0.178 -3.891 1.549
H -2.460 -2.247 -1.510
H -3.678 -4.416 -1.641
C 1.299 -8.328 2.762
C 2.275 -9.165 3.104
C 2.905 -9.105 4.449
O 3.796 -9.861 4.760
C 2.399 -8.078 5.397
C 1.423 -7.242 5.053
C 0.800 -7.302 3.709
O -0.091 -6.537 3.396
H 0.824 -8.356 1.789
H 2.657 -9.923 2.432
H 2.870 -8.056 6.371
H 1.037 -6.487 5.725
```

Output
Orbital gap: 7.97 eV
E_tot: -4484.7120 hartree
E_HOMO: -11.64 eV
Total charge: +1
E_LUMO: -3.674 eV



Molecular formula: C9H4INO4
Method: DFT, ωB97M-V/def2-TZVPD

Geometry as XYZ:
```
19
Properties=species:S:1:pos:R:3
C 0.702 0.768 -0.597
C 0.767 0.447 0.760
C -0.509 0.626 -1.313
C -0.452 0.090 1.487
C -1.618 0.294 -0.664
C -1.579 -0.081 0.715
C -2.968 0.055 -1.256
C -2.913 -0.287 1.216
C -3.860 0.237 -0.045
N -3.908 1.703 0.149
O -3.301 -0.238 -2.351
O -3.348 -0.689 2.274
O -2.925 2.350 -0.005
O -4.987 2.087 0.539
I -5.774 -0.613 -0.090
H 1.524 1.171 -1.204
H 1.603 0.472 1.371
H -0.723 0.994 -2.337
H -0.511 -0.377 2.482
```

Output
Orbital gap: 8.73 eV
SMILES: O=C1c2ccccc2C(=O)C1(I)[N+](=O)[O-]
E_tot: -998.6264 hartree
E_HOMO: -9.74 eV
Total charge: 0
E_LUMO: -1.009 eV



Molecular formula: C6H9NS
Method: DFT, ωB97M-V/def2-TZVPD

Geometry as XYZ:
```
17
Properties=species:S:1:pos:R:3
C 2.380 -0.315 -0.785
C 0.898 -0.241 -0.399
C 0.245 0.856 0.424
C -1.193 1.263 0.130
C -1.930 -0.031 0.143
C -1.066 -1.072 0.780
H 2.529 0.016 -1.889
H 3.138 0.204 -0.049
H 2.505 -1.476 -0.742
H 0.289 -0.445 -1.233
H 0.879 1.546 1.066
H -1.519 1.764 -0.806
H -1.665 1.919 0.949
H -1.409 -1.172 1.796
H -1.041 -1.950 0.208
N 0.327 -0.572 0.929
S -3.367 -0.295 -0.522
```

Output
Orbital gap: 8.46 eV
SMILES: C[C@@H]1[C@H]2CC(=S)CN12
E_tot: -686.8796 hartree
E_HOMO: -8.60 eV
Energy relative to the best compared isomer or geometry (same formula, charge and spin): 218.5 kJ/mol
Total charge: 0
E_LUMO: -0.138 eV